Entry 1:
Here is a molecular structure, C32H48ClN2O6PSn in a non-equilibrium geometry from OMol25. Energies are from ωB97M-V/def2-TZVPD.

Each line ends with the Mulliken charge.
Geometry (Å):
Sn  0.7925  0.2291  1.0068  0.927
P  -0.4760  0.6833  -1.4405  -0.351
Cl  2.4762  1.8579  0.8877  -0.505
C  -0.3337  0.9728  2.6247  -1.218
H  0.2420  1.3221  3.5454  0.012
H  -1.1357  1.6494  2.2430  0.510
C  0.8516  -0.3714  -2.2843  0.588
C  -0.3957  2.4356  -2.1189  0.512
C  2.2447  0.1964  -2.0321  0.595
H  0.7550  -1.3209  -1.7259  0.725
C  3.3141  -0.8457  -2.3928  -0.918
H  2.4083  1.1155  -2.6181  0.104
H  2.3807  0.4937  -0.9790  -0.980
C  3.1802  -1.2653  -3.8555  -0.786
H  4.3094  -0.4315  -2.2015  0.451
H  3.1909  -1.7157  -1.7290  0.290
C  1.7457  -1.6936  -4.2277  -0.974
H  3.4661  -0.4169  -4.4954  0.326
H  3.8736  -2.0791  -4.0766  0.418
C  0.6830  -0.6853  -3.7789  -0.356
H  1.6707  -1.8339  -5.3113  0.403
H  1.5293  -2.6651  -3.7601  0.384
H  0.8003  0.2384  -4.3649  0.187
H  -0.3158  -1.0772  -3.9990  0.020
C  -2.1347  0.0503  -2.1099  0.002
C  0.1630  2.5519  -3.5431  -0.541
H  -1.4605  2.7241  -2.1475  0.917
C  0.0151  3.9936  -4.0557  -1.179
H  1.2257  2.2643  -3.5580  0.125
H  -0.3599  1.8802  -4.2394  0.026
C  0.6803  5.0209  -3.1304  -0.728
H  0.4295  4.0580  -5.0690  0.393
H  -1.0600  4.2196  -4.1266  0.386
C  0.2396  4.8673  -1.6726  -0.973
H  1.7745  4.8990  -3.1962  0.306
H  0.4513  6.0230  -3.4883  0.440
C  0.3109  3.4150  -1.1684  -0.417
H  0.8452  5.5036  -1.0270  0.422
H  -0.7993  5.2169  -1.5760  0.361
H  1.3610  3.1221  -1.0498  0.285
H  -0.1338  3.3612  -0.1586  0.127
C  -2.2615  -1.4807  -2.0084  -0.048
H  -2.8171  0.4973  -1.3587  0.608
C  -3.6311  -1.9984  -2.4795  -0.968
H  -1.4691  -1.9674  -2.5937  0.182
H  -2.1266  -1.7890  -0.9688  -0.157
C  -4.0589  -1.4577  -3.8458  -0.678
H  -3.6014  -3.0952  -2.5019  0.404
H  -4.3801  -1.7151  -1.7281  0.390
C  -3.9384  0.0633  -3.9193  -1.055
H  -3.4531  -1.9183  -4.6327  0.335
H  -5.0967  -1.7464  -4.0394  0.381
C  -2.5509  0.5851  -3.4927  -0.406
H  -4.1502  0.4147  -4.9379  0.397
H  -4.6863  0.5216  -3.2581  0.400
H  -1.8120  0.2931  -4.2544  0.060
H  -2.5862  1.6867  -3.4941  0.222
C  -0.7549  -1.4791  1.3277  0.488
C  -0.6519  -0.6192  2.5447  1.194
H  -0.8513  -1.5006  0.2260  -0.698
C  -2.1420  -0.8070  3.1079  -0.744
H  0.0253  -1.1781  3.2489  -0.382
C  -2.2610  -2.3500  3.7267  -0.663
H  -2.1842  0.0237  3.8866  0.419
H  -2.8271  -0.6775  2.2229  0.286
C  -1.9403  -3.2796  2.5713  -0.603
H  -1.5768  -2.4764  4.5952  0.194
H  -3.2775  -2.4146  4.1694  0.440
C  -0.5727  -2.8257  1.8593  -1.197
H  -1.8259  -4.3165  2.8979  0.450
H  -2.7859  -3.2077  1.8503  0.242
H  0.2437  -2.8060  2.5249  0.460
H  -0.3962  -3.5420  1.0931  0.450
O  3.8736  -2.1311  2.7238  -0.652
C  2.8861  -1.4341  2.8684  -0.228
O  2.1078  -1.0812  1.8757  -0.512
C  2.5120  -0.9569  4.2635  0.586
C  2.2745  0.3827  4.5883  -0.356
C  1.9163  0.7102  5.9128  -0.055
C  1.8016  -0.2453  6.9141  -0.399
C  2.0406  -1.5745  6.5600  -0.382
C  2.4477  -1.9257  5.2603  -0.400
N  1.7304  -2.6142  7.5028  0.956
O  1.3674  -2.2814  8.6606  -0.586
O  1.8112  -3.8029  7.1627  -0.579
N  1.5111  2.0644  6.2212  0.960
O  1.2610  2.8456  5.2894  -0.561
O  1.4123  2.4150  7.4264  -0.599
H  2.3993  1.1662  3.8537  0.931
H  1.5394  0.0282  7.9364  0.609
H  2.7006  -2.9659  5.0410  0.552

Cartesian forces (eV/Å) of the 2 atoms listed first:
1.3 0.3 -0.8
0.2 0.1 -1.4

The calculation puts the gap between HOMO and LUMO (alpha / beta) at 6.18 / 6.19 eV. The electronic energy is -2824.65555 a.u. The net charge is 0. For the energy above the lowest of the compared OMol25 structures with the same formula, charge and spin, the calculation gives 96.4 kcal/mol.

Entry 2:
Here is a molecular structure, C32H48F2NO8S2V in a non-equilibrium geometry from OMol25. Energies are from ωB97M-V/def2-TZVPD.

Each line ends with the Mulliken charge.
Geometry (Å):
V  -3.8470  -2.3516  -2.2225  0.959
N  -2.0480  -1.6045  -1.7345  0.435
S  -0.4512  -1.9340  -1.8619  0.534
O  0.2425  -1.9752  -0.6206  -0.430
O  0.1334  -1.4057  -3.0484  -0.508
F  -0.6011  -3.5012  -2.2072  -0.378
S  -1.7695  -0.1235  -0.8990  0.847
O  -0.8710  0.7639  -1.5622  -0.383
O  -1.7432  -0.2035  0.5300  -0.389
F  -3.1552  0.5754  -1.2901  -0.341
C  4.6964  -2.0881  2.9268  -0.706
C  5.0150  -0.7684  3.2181  -0.326
C  4.3053  0.3000  2.7076  -0.604
C  3.2255  0.0151  1.8879  -0.078
C  2.8542  -1.2849  1.5608  0.343
C  3.5552  -2.3282  2.1667  -0.576
H  5.4053  -2.8584  3.1937  0.396
H  5.9246  -0.6366  3.7959  0.333
H  4.6024  1.3289  2.8543  0.445
H  2.6636  0.7958  1.3827  0.083
H  2.0277  -1.5030  0.9017  0.383
H  3.1670  -3.3180  1.9466  0.390
C  -0.1849  -0.7635  3.3414  0.296
C  -0.0942  -0.2677  4.6285  -0.575
C  -0.1986  -1.1563  5.7142  -0.605
C  -0.3176  -2.4992  5.4906  -0.436
C  -0.4169  -3.0063  4.1915  -0.706
C  -0.3006  -2.1318  3.1287  -0.078
H  -0.2113  -0.1225  2.4713  0.217
H  -0.1038  0.7901  4.8544  0.334
H  -0.0625  -0.7063  6.6900  0.367
H  -0.4065  -3.2003  6.3128  0.376
H  -0.6767  -4.0575  4.1629  0.379
H  -0.2456  -2.5338  2.1215  0.411
C  3.2932  -2.2659  -2.5912  -0.368
C  3.5205  -1.0257  -3.2175  -0.417
C  4.6110  -0.2602  -2.8934  -0.441
C  5.4686  -0.6374  -1.8558  -0.556
C  5.2240  -1.8212  -1.2020  -0.362
C  4.1893  -2.6674  -1.6097  -0.427
H  2.4528  -2.8693  -2.9020  0.531
H  2.9643  -0.7708  -4.1127  0.393
H  4.8393  0.6079  -3.5006  0.399
H  6.3758  -0.0966  -1.6232  0.447
H  5.9984  -2.2122  -0.5515  0.414
H  4.0497  -3.6696  -1.2228  0.375
C  2.8855  3.0864  -0.5821  -0.575
C  3.2721  4.3735  -0.9301  -0.397
C  2.7349  5.0467  -2.0077  -0.627
C  1.7309  4.4033  -2.7349  -0.381
C  1.3510  3.1016  -2.4315  -0.506
C  1.9749  2.4167  -1.3921  0.139
H  3.3699  2.5452  0.2181  0.345
H  4.0767  4.8357  -0.3666  0.380
H  3.0116  6.0455  -2.3112  0.397
H  1.2756  4.9100  -3.5776  0.362
H  0.5417  2.5871  -2.9347  0.302
H  1.7507  1.3727  -1.2104  0.582
C  -4.4330  -4.8043  0.9141  -1.270
C  -3.2383  -4.2568  0.1572  0.277
O  -3.3403  -4.4594  -1.2808  -0.434
H  -4.6316  -5.8590  0.7464  0.362
H  -5.3345  -4.2724  0.5866  0.281
H  -4.2822  -4.4953  1.9488  0.394
H  -2.3422  -4.7364  0.5567  0.311
H  -3.1056  -3.1877  0.3454  0.055
H  -3.1968  -5.3980  -1.4509  0.300
C  -1.0714  2.7789  2.2300  -0.559
C  -0.1260  3.4052  1.2226  0.695
O  -0.7584  4.4813  0.5105  -0.579
H  -1.8955  2.2724  1.7353  -0.071
H  -1.4758  3.5394  2.9110  0.366
H  -0.5462  2.1785  2.9707  -0.059
H  -0.0196  2.6658  0.4204  -0.465
H  0.7990  3.7000  1.7231  0.330
H  -0.2340  4.5908  -0.2925  0.312
C  -4.4488  4.2439  1.5494  -0.940
C  -4.4890  3.0926  0.5323  0.256
O  -5.8410  2.8248  0.1386  -0.591
H  -5.2502  4.0934  2.2643  0.324
H  -4.4958  5.1884  1.0047  0.337
H  -3.4546  4.2558  1.9975  0.175
H  -4.1454  2.1702  1.0087  -0.040
H  -3.8731  3.2731  -0.3540  0.207
H  -6.0953  3.5151  -0.4833  0.322
C  -2.6049  -0.8178  -5.3434  -0.996
C  -3.5060  -0.0341  -4.4026  0.248
O  -4.4486  -0.8766  -3.7114  -0.353
H  -3.1235  -1.3703  -6.1289  0.321
H  -2.0104  -1.5047  -4.7348  0.167
H  -1.9131  -0.1693  -5.8793  0.341
H  -3.9635  0.8380  -4.8757  0.468
H  -2.8350  0.5115  -3.7330  -0.165
H  -5.3446  -0.6525  -3.9945  0.252

Cartesian forces (eV/Å) of the 2 atoms listed first:
0.4 -0.4 -0.2
1.2 2.3 1.7

The calculation puts the gap between HOMO and LUMO (alpha / beta) at 4.93 / 5.00 eV. The electronic energy is -3844.53067 a.u. The net charge is +1. As for the multiplicity: 4.